# 1
8
Properties=species:S:1:pos:R:3 method="wB97M-V/def2-TZVPD" spin_multiplicity=1 lumo_ev=-0.47 homo_energy_ev=-10.303 relative_energy_ev=3.104 total_charge=0 fmax_ev_per_a=2.582 smiles="NON=S(=O)=O" gap_ev=9.83
N 0.26 -0.23 -0.60
O 0.77 1.06 -0.31
N 0.02 1.92 -1.12
S -0.90 2.87 -0.35
O -1.54 3.93 -1.10
O -1.06 2.98 1.06
H 0.67 -0.42 -1.55
H 0.71 -0.87 0.03



# 2
11
Properties=species:S:1:pos:R:3 method="wB97M-V/def2-TZVPD" spin_multiplicity=1 lumo_ev=-0.55 homo_energy_ev=-8.262 relative_energy_ev=2.430 total_charge=0 fmax_ev_per_a=1.334 gap_ev=7.71
C -1.06 1.08 0.11
C -2.10 0.11 -0.06
C 1.73 -1.27 -0.34
N -0.19 1.81 0.24
Cl 1.31 -1.65 1.28
Cl 2.88 -2.38 -0.92
I 3.00 1.12 -0.11
H -3.04 0.61 -0.30
H -1.81 -0.56 -0.87
H -2.22 -0.46 0.86
H 1.49 1.58 0.10